1.
The following is a DFT calculation (the ωB97M-V functional and the def2-TZVPD basis) of a structure of composition C24H19N2O7S8Ti.

The geometry in XYZ format:
```
61
Properties=species:S:1:pos:R:3:forces:R:3
Ti 0.35638 1.48736 -0.44678 1.36 0.99 1.70
S 0.95598 -1.77627 2.63449 -0.06 0.01 -0.04
S 3.07611 -2.55587 -2.12436 0.02 0.07 -0.03
S 2.03283 3.32908 0.43707 0.18 0.43 -0.01
S -0.02423 3.91395 4.19937 0.02 -0.01 -0.04
S -0.44543 -2.22901 -2.34694 0.11 0.21 0.07
S 0.87564 1.21269 -2.98520 0.12 -0.13 -1.39
S 1.71878 5.52728 2.51866 0.02 -0.05 0.00
S 0.05004 1.55795 2.28307 -0.32 -0.14 0.71
O 0.58613 2.20509 -4.00076 -0.07 0.04 0.11
O -0.94313 2.93621 -0.50047 -0.79 1.35 -0.45
O -0.39225 0.84542 -2.21956 -0.15 -0.21 -0.50
O 1.67540 1.80696 -1.83860 0.49 0.08 -0.92
O 1.51597 0.02081 -3.50278 -0.03 -0.06 0.02
O 0.70546 6.38287 4.81030 0.02 -0.17 -0.16
O 0.80375 -0.16186 0.07274 0.87 -4.29 0.39
N -2.16668 0.50828 0.01223 -0.80 -0.54 0.13
N -3.16319 2.89386 -0.87863 -0.25 -0.75 -0.08
C 4.54109 -1.73263 -2.45892 0.01 -0.07 -0.01
C -1.02173 -4.35849 -1.05528 0.08 -0.01 0.20
C -3.70372 -1.74987 -0.55138 0.08 0.03 0.03
C 2.83114 -3.50334 2.70439 0.02 -0.07 -0.18
C 0.78712 5.46512 4.00918 -0.01 0.17 0.14
C -3.74718 -0.63247 -1.36768 -0.11 -0.03 -0.33
C 3.51141 -0.36116 -0.89765 0.08 -0.02 -0.05
C -2.97063 0.46901 -1.05268 -0.05 0.37 -0.03
C 1.36748 3.89775 1.93377 -0.08 -0.06 0.07
C -0.11419 -3.62616 -0.24353 -0.06 -0.06 -0.14
C 4.63404 -0.57681 -1.74574 -0.01 0.02 0.09
C 1.31959 -1.46987 -0.16051 -0.05 0.81 -0.01
C -2.32615 3.71084 1.24763 -0.32 0.23 0.16
C -3.05809 1.77179 -1.82551 0.03 0.26 0.09
C -2.92183 -1.69211 0.58572 0.02 -0.13 0.04
C 0.55168 3.15876 2.71321 -0.03 0.11 -0.08
C 2.58432 -1.34736 -1.00399 -0.11 -0.16 0.01
C 1.76674 -2.12259 1.16488 -0.15 0.41 -0.07
C 0.29857 -2.44412 -0.80761 0.07 0.10 0.45
C -1.28064 -3.71171 -2.22431 -0.10 0.06 -0.19
C -2.07792 3.11634 -0.09128 -0.44 0.90 0.17
C 2.75195 -3.04684 1.35780 0.11 -0.07 0.06
C -2.18240 -0.54418 0.82488 0.13 0.02 0.04
C 1.89961 -2.91044 3.50199 -0.14 0.01 0.07
H -4.00844 2.85822 -0.33026 -0.14 0.15 0.00
H 0.23230 -3.97082 0.72048 -0.01 0.03 -0.03
H -3.92374 1.78114 -2.48427 -0.06 0.00 -0.03
H -4.37143 -0.61799 -2.25464 0.03 0.04 0.02
H -2.05887 2.95304 1.99045 0.09 -0.04 -0.02
H -2.86386 -2.52598 1.27228 0.03 0.02 0.02
H -4.26998 -2.64041 -0.79336 -0.03 0.01 0.00
H 3.39790 -3.38949 0.55871 -0.05 0.04 0.07
H -2.15392 1.92191 -2.40708 0.06 -0.11 -0.12
H 3.55097 -4.23497 3.05249 -0.04 0.06 -0.01
H 3.37681 0.49783 -0.25439 0.00 0.02 -0.03
H -3.36795 4.01632 1.37597 0.06 0.01 0.00
H -1.57996 -0.44775 1.71511 0.20 -0.03 0.08
H -1.66406 4.56279 1.39441 0.06 -0.05 0.03
H 5.23665 -2.13677 -3.18049 -0.05 0.07 0.03
H -1.45465 -5.31107 -0.77038 0.03 0.07 -0.05
H 5.46748 0.11044 -1.81816 -0.05 -0.03 -0.03
H -1.93526 -4.02755 -3.02755 0.08 0.04 0.09
H 1.73218 -3.06310 4.55945 0.07 0.07 -0.08
```
Forces are in eV/Å.

Calculated values
HOMO (spin up / spin down) (eV): -0.5 / -0.8
Spin multiplicity: 2
E_LUMO (spin up / spin down) (eV): 4.0 / 4.0
HOMO-LUMO gap (spin up / spin down) (eV): 4.488 / 4.772
ΔE to the lowest compared entry with this formula, charge and spin (kcal per mole): 51.4
Total charge: -2
Total energy (a.u.): -5597.3853

Mulliken atomic charge list, values in e, 2 entries:
1. Ti -0.086
2. S 0.128



2.
The following is a DFT calculation (the ωB97M-V functional and the def2-TZVPD basis) of a structure of composition C24H19N3O4PdSTe.

The geometry in XYZ format:
```
53
Properties=species:S:1:pos:R:3:forces:R:3
Te -0.08035 1.75674 1.53999 0.11 0.23 0.08
Pd 1.10231 -0.33574 0.71870 -0.24 -0.29 -0.93
S 3.21911 -0.08117 1.54007 -0.03 -0.21 0.23
O -5.64583 -3.77132 -1.55336 0.05 -0.01 -0.02
O -0.25313 -0.71108 -0.90989 0.10 -0.04 0.26
O -1.06529 -1.34757 1.76947 -0.09 -0.01 0.23
O -5.10909 -3.44535 -3.61263 0.03 -0.01 0.03
N -4.89608 -3.34551 -2.41614 -0.14 0.02 -0.02
N 4.06616 -2.68117 1.76721 0.18 0.01 0.04
N 2.09568 -2.13780 0.57672 0.17 0.27 0.51
C -2.23525 -1.90391 -0.23426 0.08 0.07 -0.08
C -3.39785 -2.54715 -0.66198 -0.05 -0.03 -0.02
C 2.60233 -4.39048 0.98562 -0.19 -0.02 -0.13
C -1.33552 2.38011 -0.04002 0.10 -0.06 0.00
C -3.33992 3.51230 -0.72194 -0.02 0.01 -0.01
C 2.31397 3.29186 0.40805 0.01 -0.01 0.00
C -1.01104 2.12976 -1.36811 0.01 0.03 0.01
C -2.80815 -2.14476 -2.96235 -0.03 -0.03 -0.02
C 1.19636 4.43017 2.21736 -0.01 -0.01 0.00
C -1.32225 -1.34146 -1.19124 -0.10 -0.06 0.03
C -1.85842 2.57829 -2.37028 -0.01 0.00 0.00
C -1.66981 -1.50586 -2.57128 0.02 0.04 0.01
C 3.20238 4.35142 0.29615 0.00 0.01 0.01
C -2.02534 -1.83273 1.19528 -0.01 0.02 0.02
C 1.30990 3.33660 1.36765 -0.04 -0.06 -0.06
C 3.08926 5.44755 1.14029 -0.01 -0.01 0.00
C 4.77546 -4.96774 2.11175 0.01 0.00 0.00
C 3.20425 -1.81100 1.27943 -0.25 0.17 -0.07
C -2.49725 3.06758 0.28744 -0.01 -0.03 0.04
C 1.75383 -3.41947 0.49743 0.11 -0.03 -0.27
C 2.08855 5.48683 2.10045 0.01 0.01 0.00
C -3.68356 -2.66934 -1.99739 0.10 0.03 0.04
C 3.78493 -3.97241 1.59268 0.14 0.01 0.07
C -3.02025 3.26768 -2.04895 0.01 -0.01 0.01
H -2.84316 -2.27558 1.79736 0.01 -0.03 -0.01
H 2.36405 -5.43990 0.89126 -0.02 0.01 0.00
H -2.75154 3.25263 1.32406 0.00 0.01 0.00
H -0.12450 1.56408 -1.61616 0.01 0.01 0.00
H 4.32705 -5.56153 2.91006 0.00 0.00 0.00
H 3.98679 4.31650 -0.44855 0.00 0.00 0.00
H -3.05566 -2.26001 -4.00800 0.00 0.01 0.00
H 5.07542 -5.65614 1.32081 0.00 0.00 0.00
H 3.78577 6.27111 1.05224 0.00 0.00 0.00
H -4.24742 4.04479 -0.46896 0.00 0.00 0.00
H 2.00194 6.33866 2.76229 0.00 0.00 0.00
H -3.68069 3.60978 -2.83504 0.00 0.00 0.00
H 0.41780 4.46133 2.96967 0.00 0.01 0.00
H -1.61391 2.37962 -3.40579 0.00 0.00 0.00
H -4.08721 -2.95629 0.06593 0.01 0.00 0.00
H -0.98240 -1.09593 -3.29965 -0.01 0.00 0.00
H 0.81821 -3.64358 -0.00034 -0.01 -0.02 0.03
H 2.40848 2.43074 -0.24170 0.01 -0.01 0.00
H 5.65089 -4.45415 2.49860 0.00 0.00 0.00
```
Forces are in eV/Å.

Calculated values
HOMO (eV): -8.2
Spin multiplicity: 1
E_LUMO (eV): -0.6
HOMO-LUMO gap (eV): 7.557
ΔE to the lowest compared entry with this formula, charge and spin (kcal per mole): 14.0
Total energy (a.u.): -2185.2034

Mulliken atomic charge list, values in e, 2 entries:
1. Te 0.585
2. Pd 0.596



3.
The following is a DFT calculation (the ωB97M-V functional and the def2-TZVPD basis) of a structure of composition C24H19N3O4SV.

The geometry in XYZ format:
```
52
Properties=species:S:1:pos:R:3:forces:R:3
V -0.48519 0.27063 -0.90243 0.36 0.05 -0.67
S -0.24139 2.64539 -1.37987 -0.03 0.45 -0.07
O 1.82064 -2.22950 -2.08259 0.01 -0.22 -0.11
O -4.43085 0.97817 -2.10222 -0.12 -0.04 0.06
O -2.34786 -2.21745 -0.19738 -0.12 0.25 0.05
O -2.30952 0.51964 -1.61251 -1.02 -0.12 -0.12
N 0.84076 -4.17329 -1.51225 0.18 0.17 -0.05
N 1.67617 0.23845 -0.94108 0.63 0.03 0.14
N -0.31536 -2.09511 -1.26712 -0.35 -0.40 0.31
C -0.28118 0.20961 1.11828 -0.20 -0.14 1.04
C 2.22871 0.22343 1.49903 -0.20 -0.04 0.00
C 0.78433 -2.76866 -1.64340 -0.19 0.21 0.24
C 0.82014 -0.00345 1.97533 0.22 0.04 -0.01
C 3.93814 0.64637 -0.18442 -0.05 0.00 -0.05
C -1.74507 -0.14995 3.08078 0.18 0.04 0.04
C -1.81505 4.83605 -1.16101 0.02 -0.19 0.00
C 4.92977 0.79091 0.76667 0.02 -0.01 0.03
C 4.57484 0.65706 2.09961 -0.10 -0.01 0.06
C 2.61341 0.36934 0.15138 -0.33 0.02 -0.22
C -1.81234 3.42757 -1.31753 -0.18 0.01 -0.02
C -4.21445 4.93046 -1.09300 0.08 -0.06 0.00
C -1.54955 0.18603 1.75379 0.05 -0.19 0.17
C -3.30864 1.30906 -1.71222 0.53 0.07 -0.29
C -4.23921 3.56008 -1.28567 0.08 0.08 0.02
C 3.25715 0.38977 2.43830 0.22 0.06 0.05
C -3.07761 2.79174 -1.40736 0.10 0.07 0.06
C 0.62635 -0.37843 3.32178 0.02 0.00 -0.05
C -0.26383 -4.87671 -1.11897 0.31 -0.30 -0.14
C -1.40794 -2.78107 -0.71935 0.40 -0.22 -0.27
C -1.38829 -4.26109 -0.78474 -0.32 0.41 0.11
C -0.63677 -0.47028 3.87473 -0.09 0.06 -0.16
C 2.13176 -4.81589 -1.64217 -0.15 0.01 -0.08
C -2.97704 5.57161 -1.04541 -0.01 -0.04 -0.01
H -2.27604 -4.80417 -0.49659 0.01 0.05 0.03
H -0.75733 -0.78300 4.90671 -0.01 -0.01 0.01
H 2.78539 -4.58371 -0.79893 0.00 0.04 0.05
H -0.85022 5.32971 -1.11487 -0.03 -0.02 0.01
H 1.47022 -0.63109 3.95670 -0.05 -0.01 -0.04
H 2.63025 -4.48242 -2.54718 0.02 0.02 -0.07
H -2.92148 6.64875 -0.91217 0.01 -0.02 0.00
H -0.15571 -5.95453 -1.12277 0.03 -0.06 0.01
H 3.01092 0.34697 3.48912 0.01 0.01 0.00
H -2.74988 -0.19463 3.49509 0.06 0.02 -0.02
H -2.42700 0.38806 1.14798 -0.03 -0.04 -0.05
H 1.81131 -0.68030 -1.38938 0.06 -0.14 0.01
H 1.97343 -5.89286 -1.68258 0.02 -0.06 -0.01
H 5.31502 0.78380 2.88131 0.01 0.00 0.03
H -5.17746 3.02725 -1.36622 -0.01 -0.02 -0.01
H 4.18103 0.74589 -1.23720 -0.02 -0.01 0.00
H 5.95129 1.00647 0.47299 -0.03 0.01 0.01
H 1.92773 0.90919 -1.66003 0.04 0.17 0.03
H -5.13653 5.49011 -0.98897 -0.03 0.02 -0.01
```
Forces are in eV/Å.

Calculated values
HOMO (spin up / spin down) (eV): 0.2 / -1.3
Spin multiplicity: 4
E_LUMO (spin up / spin down) (eV): 4.6 / 4.6
HOMO-LUMO gap (spin up / spin down) (eV): 4.397 / 5.935
Total charge: -2
Total energy (a.u.): -2733.5342

Mulliken atomic charge list, values in e, 2 entries:
1. V 0.116
2. S -0.592



4.
The following is a DFT calculation (the ωB97M-V functional and the def2-TZVPD basis) of a structure of composition C24H20B2F8MnN4O8.

The geometry in XYZ format:
```
67
Properties=species:S:1:pos:R:3:forces:R:3
Mn 5.61630 13.91004 3.17987 1.20 0.05 0.08
F 4.28173 15.17129 2.42340 -1.91 -3.48 -3.83
F 9.15223 13.18697 4.62696 -0.94 0.28 -0.48
F 7.45741 12.47588 3.29117 -1.48 -4.82 -2.60
F 7.86793 14.52443 3.16874 0.72 2.02 -1.32
F 5.74169 16.34159 3.35687 3.37 1.65 -1.08
F 6.88120 13.74608 4.89582 -1.57 0.14 2.34
F 4.48484 15.34725 4.66181 -0.69 -3.16 1.80
F 3.49081 16.93051 3.52327 -0.19 0.66 -0.60
O 12.02249 7.56557 4.02022 0.30 -0.49 -0.21
O 17.16857 13.80495 6.88533 -1.72 -0.29 -0.55
O 12.73929 18.11841 9.14722 -1.09 -0.53 -0.64
O 6.84223 12.21428 -0.52925 2.89 -0.18 -0.11
O 5.66822 13.15632 1.03851 0.34 -0.79 -0.65
O 12.29372 9.57500 4.69255 -0.05 0.85 -0.47
O 17.71819 13.71733 4.82426 -2.26 -0.21 0.55
O 12.62852 16.87115 10.87837 -1.16 -0.10 -1.11
N 16.83995 13.70988 5.71266 2.68 0.75 -0.06
N 12.26803 17.16597 9.73358 0.97 -0.87 0.92
N 11.87366 8.75683 3.91640 -1.26 -0.64 0.00
N 5.82827 12.49884 -0.02369 -3.44 1.11 0.36
C 13.90328 13.57420 3.40325 -2.04 0.82 0.90
C 11.26051 16.04462 7.64852 0.96 1.63 0.01
C 15.40930 13.62644 5.28738 -1.01 -1.42 -0.03
C 2.45941 11.04796 -0.57632 -1.91 -2.42 -1.25
C 4.68202 11.75220 -2.09381 -0.14 -0.83 0.37
C 10.54631 10.48134 2.60745 -0.42 -1.74 -1.19
C 3.62107 10.98493 -2.66299 0.31 0.10 0.42
C 15.13653 13.83219 3.91357 0.89 0.30 0.38
C 10.64786 15.13512 9.79275 2.33 3.10 0.61
C 12.81404 13.26844 4.27961 0.30 -1.54 -0.48
C 2.51007 10.55637 -1.91445 1.84 1.50 0.30
C 10.95867 9.15978 2.78333 -0.41 0.73 -1.56
C 10.07687 14.00837 7.74196 -0.10 -0.10 0.51
C 10.71265 14.96136 6.98780 -0.26 -0.56 0.67
C 14.36012 13.09970 6.10847 0.25 1.75 -0.39
C 11.36963 16.12839 9.03310 -0.95 -0.81 0.00
C 10.52202 8.16881 1.82262 0.50 0.33 1.90
C 13.06249 12.93143 5.60593 2.34 0.16 0.62
C 9.21181 9.76179 0.61493 -0.04 -1.16 -1.24
C 10.01639 14.15325 9.15066 -1.12 -2.05 -1.75
C 3.39617 11.80509 -0.03279 3.95 1.72 0.38
C 9.69414 10.74690 1.42751 1.54 1.23 2.09
C 4.63032 12.05895 -0.76245 -2.80 -0.02 1.58
C 9.70471 8.48409 0.73135 -0.35 0.08 0.98
B 4.45700 15.98611 3.45182 -1.66 4.69 3.09
B 7.90278 13.45760 4.02608 3.50 1.74 2.03
H 9.32050 7.70458 0.09014 0.27 -0.11 -0.07
H 12.49321 12.51440 6.42349 -1.35 0.19 -0.81
H 15.87858 14.27538 3.26600 0.33 -0.31 0.11
H 5.60094 12.01291 -2.59782 -0.14 -0.26 -0.53
H 14.30726 13.10109 7.18717 1.36 -0.49 0.17
H 1.77396 10.62594 0.14373 -0.81 0.28 -0.35
H 9.58930 11.79963 1.21036 -0.58 0.06 -0.09
H 10.65618 7.12534 2.06670 0.53 -0.05 -0.05
H 10.80855 11.26021 3.30817 -0.01 0.07 -0.04
H 13.64096 13.83442 2.38842 0.29 -0.14 -0.15
H 9.60827 13.19310 7.21078 -0.11 -0.26 0.30
H 8.52794 9.85430 -0.21583 -0.08 0.97 0.06
H 9.47807 13.40614 9.71499 -0.09 0.00 0.09
H 3.28611 12.14985 0.98477 0.20 -0.12 0.09
H 1.75009 9.91495 -2.33568 0.06 -0.04 0.08
H 10.81353 14.83176 5.92037 -0.28 0.37 -0.07
H 11.54076 16.84965 6.98535 0.78 0.29 0.37
H 10.63682 15.22358 10.86906 0.08 -0.09 0.06
H 11.81280 13.11614 3.90451 -0.13 0.42 -0.23
H 3.83041 10.64457 -3.66636 -0.51 0.03 -0.20
```
Forces are in eV/Å.

Calculated values
HOMO (spin up / spin down) (eV): -11.9 / -11.6
Spin multiplicity: 7
E_LUMO (spin up / spin down) (eV): -4.4 / -9.4
HOMO-LUMO gap (spin up / spin down) (eV): 7.504 / 2.194
Total charge: +1
Total energy (a.u.): -3746.7442

Mulliken atomic charge list, values in e, 2 entries:
1. Mn 1.319
2. F -0.200